The following is a quantum chemistry calculation of a molecular structure, C2H18BF4O7 at a distorted geometry, from the OMol25 dataset.

DFT total energy: -28234.5206 eV
LUMO energy: 3.0787 eV

Structure (ORCA input):
```
! RIJCOSX wB97M-V def2-TZVPD def2/J DEFGRID3
* xyz -1 1
B 0.6001 -0.2095 0.3183
F 1.0684 0.3910 -0.8619
F 0.0654 -1.4245 0.0095
F 1.6402 -0.3503 1.2834
F -0.3882 0.6285 0.8798
C -2.8591 0.2942 0.4712
O -1.8632 1.0412 -0.0742
H -2.3502 -0.3050 1.2262
H -3.5728 1.0053 0.8871
H -3.4240 -0.3551 -0.1977
H -1.0052 0.7008 0.1896
C -0.6513 0.4708 -2.5350
O -1.3728 1.5547 -3.1442
H 0.2659 0.2783 -3.0916
H -0.3653 0.6788 -1.5039
H -1.2638 -0.4299 -2.5761
H -1.0317 2.3914 -2.8198
O -0.4732 2.0562 2.1674
H -1.3673 1.9710 2.4984
H -0.3342 1.2660 1.6453
O 2.1044 -1.7170 -1.2684
H 2.0463 -1.2800 -2.1180
H 1.5566 -1.1880 -0.6884
O -0.3270 -1.3702 2.1654
H -1.2429 -1.5562 1.9585
H 0.0868 -1.2264 1.3144
O 2.4234 -1.9175 2.0761
H 2.1316 -1.6032 2.9318
H 2.1267 -1.2473 1.4604
O 2.9639 0.4883 -0.7481
H 2.6321 0.6301 -1.6347
H 2.1803 0.3339 -0.2205
*
```

Charges computed using Mulliken, reported in e:
1. B -0.719
2. F -0.591
3. F -0.200
4. F -0.136
5. F -0.051
6. C -0.629
7. O -0.804
8. H 0.108
9. H 0.281
10. H 0.190
11. H 0.649
12. C 0.255
13. O -0.554
14. H 0.232
15. H -0.216
16. H 0.225
17. H 0.316
18. O -0.888
19. H 0.225
20. H 0.913
21. O -0.717
22. H 0.325
23. H 0.714
24. O -0.762
25. H 0.266
26. H 0.736
27. O -0.880
28. H 0.274
29. H 0.472
30. O -0.824
31. H 0.316
32. H 0.473

***

The following is a quantum chemistry calculation of a molecular structure, C2H18N4O7 at a distorted geometry, from the OMol25 dataset.

DFT total energy: -22649.9227 eV
LUMO energy: -0.0473 eV
energy above the lowest of the compared OMol25 structures with the same formula, charge and spin: 1160.12 kJ/mol

Structure (ORCA input):
```
! RIJCOSX wB97M-V def2-TZVPD def2/J DEFGRID3
* xyz 0 1
O 1.1881 -1.9968 0.9524
H 2.0102 -2.1532 0.4878
H 1.4047 -1.3323 1.6064
O 0.0253 0.1388 -0.1689
H -0.0080 -0.7789 0.1013
H 0.0927 0.1057 -1.1232
O 0.4911 1.7764 -1.4969
H -0.2076 2.1957 -1.9991
H 0.0427 1.3696 -0.7554
O -1.3414 0.0408 -2.2904
H -2.0377 -0.6161 -2.2836
H -0.5475 -0.4487 -2.0750
O 0.2323 -1.3702 -2.0188
H -0.0338 -2.2868 -1.9469
H 0.7924 -1.3430 -2.7945
C -2.8788 0.2768 0.4229
O -3.0452 0.6932 -0.7032
N -1.7451 0.1583 0.9998
N -3.8628 -0.1003 1.1904
H -1.7840 -0.4366 1.8151
H -0.8399 0.3268 0.5848
H -3.6250 -0.0693 2.1715
H -4.8313 -0.0411 0.9103
C 2.4592 0.8422 0.5691
O 2.2104 1.1167 -0.5606
N 3.5869 1.1518 1.1542
N 1.6787 0.1109 1.3507
H 3.5033 1.0389 2.1544
H 4.1187 1.9109 0.7528
H 2.0361 -0.1517 2.2581
H 0.9151 -0.1284 0.7345
*
```

Charges computed using Mulliken, reported in e:
1. O -0.816
2. H 0.316
3. H 0.416
4. O -0.671
5. H 0.826
6. H 0.257
7. O -0.715
8. H 0.310
9. H 0.513
10. O -0.734
11. H 0.213
12. H 0.433
13. O -0.489
14. H 0.291
15. H 0.276
16. C 0.423
17. O -0.671
18. N -0.445
19. N -0.440
20. H 0.183
21. H 0.526
22. H 0.170
23. H 0.263
24. C 0.440
25. O -0.582
26. N -0.468
27. N -0.583
28. H 0.152
29. H 0.301
30. H 0.303
31. H 0.005

***

The following is a quantum chemistry calculation of 6 unconnected molecules or ions with the total composition C2H18NO5 at a distorted geometry, from the OMol25 dataset.

DFT total energy: -14088.0779 eV
LUMO energy: -2.5889 eV
energy above the lowest of the compared OMol25 structures with the same formula, charge and spin: 61.75 kJ/mol

Structure (ORCA input):
```
! RIJCOSX wB97M-V def2-TZVPD def2/J DEFGRID3
* xyz 1 1
C 2.1231 -1.5213 -0.5266
C 2.0461 -0.1558 -1.1802
N 1.0892 0.7826 -0.5382
H 3.1124 -1.9843 -0.4191
H 1.9390 -1.5805 0.5519
H 1.6352 -2.2851 -1.1262
H 3.0398 0.2896 -1.1406
H 1.7197 -0.2728 -2.2096
H 0.0352 0.4192 -0.4993
H 1.2403 1.6969 -0.9765
H 1.3846 1.0023 0.4133
H -3.7847 0.2806 3.1557
H -3.2023 -0.7524 2.0606
O -3.2190 0.1495 2.3944
H -1.5440 -0.9928 -1.3748
H -1.0520 -1.3734 0.0263
O -0.7843 -0.9252 -0.7859
H -1.6238 2.0585 0.0767
H -1.6301 1.3182 1.4014
O -1.0992 1.4437 0.6035
H 2.9415 3.5695 -2.0011
H 1.8489 4.1863 -1.1065
O 2.4946 3.4728 -1.1565
H -2.4959 -2.9696 2.1041
H -3.4125 -3.2731 0.9830
O -2.8019 -2.5832 1.2703
*
```

Charges computed using Mulliken, reported in e:
1. C -1.096
2. C -0.419
3. N -0.344
4. H 0.379
5. H 0.325
6. H 0.272
7. H 0.374
8. H 0.330
9. H 0.487
10. H 0.337
11. H 0.380
12. H 0.310
13. H 0.364
14. O -0.632
15. H 0.274
16. H 0.288
17. O -0.593
18. H 0.271
19. H 0.275
20. O -0.536
21. H 0.338
22. H 0.326
23. O -0.677
24. H 0.344
25. H 0.306
26. O -0.682

***

The following is a quantum chemistry calculation of 8 unconnected molecules or ions with the total composition C2H20O9 at a distorted geometry, from the OMol25 dataset.

DFT total energy: -20823.8723 eV
SMILES: OCCO.O.O.O.O.O.O.O
LUMO energy: -0.4775 eV
energy above the lowest of the compared OMol25 structures with the same formula, charge and spin: 241.01 kJ/mol

Structure (ORCA input):
```
! RIJCOSX wB97M-V def2-TZVPD def2/J DEFGRID3
* xyz 0 1
O -2.3380 1.0063 0.2199
C -1.2010 1.7836 0.0417
C -0.7206 1.5648 -1.3658
O 0.5427 2.3105 -1.2812
H -2.3230 0.0625 0.4457
H -1.4518 2.7958 0.2287
H -0.4682 1.4816 0.7417
H -1.2968 2.0419 -2.1974
H -0.6707 0.5438 -1.5165
H 0.3528 3.1406 -0.8444
O 2.6480 0.9607 -2.0200
H 1.8845 1.3254 -1.5109
H 2.1562 0.7340 -2.8125
O 0.4019 -2.0386 -2.8756
H 0.5906 -1.4765 -3.6411
H -0.2199 -2.6482 -3.2215
O 0.8915 -0.8788 -0.1351
H 0.1264 -1.0263 0.3859
H 0.6780 -1.2592 -0.9721
O 3.3104 -0.1378 0.3831
H 2.3621 -0.4440 0.3261
H 3.3896 0.4373 1.1704
O -1.9941 -1.4959 0.5390
H -2.2355 -1.4708 -0.3478
H -2.6800 -1.9078 1.0487
O -1.3852 -1.3442 3.4981
H -2.0022 -0.7945 3.9724
H -1.6612 -1.7098 2.6238
O 1.3030 -0.8439 3.0804
H 0.3793 -0.7271 3.2764
H 1.6312 0.0145 2.7599
*
```

Charges computed using Mulliken, reported in e:
1. O -0.654
2. C -0.809
3. C 0.275
4. O -0.533
5. H 0.526
6. H 0.487
7. H 0.367
8. H 0.235
9. H -0.020
10. H 0.289
11. O -0.607
12. H 0.352
13. H 0.256
14. O -0.592
15. H 0.293
16. H 0.278
17. O -0.532
18. H 0.193
19. H 0.263
20. O -0.623
21. H 0.413
22. H 0.267
23. O -0.686
24. H 0.288
25. H 0.276
26. O -0.681
27. H 0.320
28. H 0.327
29. O -0.599
30. H 0.339
31. H 0.293